1.
Entry from OMol25: a molecular structure, C29H48Cl2N3O4SiTeTi (ωB97M-V with the def2-TZVPD basis set).

Summary:
Multiplicity: 2
Maximum force (Eh/bohr): 0.061
<S²>: 0.75
Orbital gap (spin up / spin down) (eV): 6.24 / 6.38
HOMO energy (spin up / spin down) (eV): -6.03 / -6.17
LUMO level (spin up / spin down) (eV): 0.21 / 0.20
Calculated total energy (eV): -106847.639

Geometry as XYZ:
```
89
C29H48Cl2N3O4SiTeTi, DFT ωB97M-V with the def2-TZVPD basis set
C -1.330 -1.497 -4.040
C -1.774 -0.213 -3.433
H -2.157 -2.121 -4.402
H -0.820 -2.049 -3.240
H -0.607 -1.337 -4.855
C -2.977 0.335 -3.730
C -4.062 -0.348 -4.499
H -3.185 1.389 -3.512
H -3.936 -1.435 -4.599
H -4.119 0.078 -5.513
H -5.047 -0.161 -4.042
Ti -0.089 -0.496 0.468
Cl -0.123 -2.639 1.327
C 0.040 2.679 0.630
O -0.371 1.505 0.863
N -0.318 3.718 1.388
C -1.290 3.537 2.469
C 0.042 5.075 0.995
H 0.692 2.880 -0.235
H -1.185 2.532 2.892
H -2.318 3.668 2.091
H -1.083 4.293 3.240
H 0.883 5.040 0.302
H 0.328 5.659 1.875
H -0.792 5.573 0.488
H 2.702 0.294 5.140
H 4.739 -0.977 3.936
C 2.129 -0.586 4.815
C 3.992 -1.696 3.582
N 2.664 -1.093 3.560
H 1.068 -0.325 4.714
C 1.993 -1.033 2.423
O 0.982 -0.298 2.238
H 4.260 -2.008 2.568
H 2.430 -1.647 1.609
H 2.253 -1.379 5.565
H 3.981 -2.575 4.237
H -2.925 -1.651 -1.846
H -5.087 0.523 -1.661
C -3.546 -1.857 -0.958
C -5.166 0.040 -0.675
N -3.913 -0.603 -0.286
H -2.986 -2.510 -0.281
C -3.170 -0.080 0.697
O -2.049 -0.563 1.029
H -5.410 0.811 0.074
H -3.564 0.828 1.188
H -4.470 -2.328 -1.304
H -5.968 -0.703 -0.714
O -0.568 -0.420 -1.363
C -0.761 0.430 -2.489
C -2.330 2.047 -1.384
C -1.169 1.860 -2.115
H -2.902 1.165 -1.115
C -2.841 3.317 -1.143
H 0.217 0.457 -3.002
C -0.482 2.967 -2.619
H -3.746 3.426 -0.545
C -2.184 4.421 -1.682
C -1.019 4.246 -2.426
H 0.433 2.794 -3.193
H -2.601 5.415 -1.555
H -0.503 5.100 -2.863
Si 1.155 -4.626 -0.701
Cl 0.586 -2.840 -1.772
C -0.029 -5.410 0.533
C 2.918 -4.060 -0.415
C 1.337 -6.247 -1.721
H -0.966 -4.879 0.740
H 0.476 -5.560 1.494
H -0.322 -6.403 0.164
H 0.363 -6.742 -1.820
H 1.997 -6.968 -1.207
H 1.758 -6.097 -2.724
H 3.000 -2.979 -0.220
H 3.483 -4.265 -1.345
H 3.385 -4.618 0.404
Te 2.636 0.145 -0.583
C 3.589 1.230 0.949
C 4.989 1.321 0.839
C 5.756 1.781 1.911
C 5.133 2.178 3.107
C 3.738 2.153 3.210
C 2.969 1.761 2.108
H 5.451 0.989 -0.089
H 6.846 1.830 1.823
H 5.733 2.520 3.959
H 3.246 2.456 4.138
H 1.889 1.856 2.136
```


2.
Entry from OMol25: 12 unconnected molecules or ions with the total composition C29H48Cl33IN2O7P2S (ωB97M-V with the def2-TZVPD basis set).

Summary:
SMILES: CCOCC[C@@](C[C@@H](C)I)(N=C=S)O[C@](C)(PP(=O)(O)O)[C@](N)(O)OC[C@H](C)C(C)C.ClC(Cl)Cl.ClC(Cl)Cl.ClC(Cl)Cl.ClC(Cl)Cl.ClC(Cl)Cl.ClC(Cl)Cl.ClC(Cl)Cl.ClC(Cl)Cl.ClC(Cl)Cl.ClC(Cl)Cl.ClC(Cl)Cl
Maximum force (Eh/bohr): 0.022
Orbital gap (eV): 9.35
HOMO energy (eV): -9.25
LUMO level (eV): 0.10
Calculated total energy (eV): -498919.008

Geometry as XYZ:
```
123
C29H48Cl33IN2O7P2S, DFT ωB97M-V with the def2-TZVPD basis set
C 4.933 -3.054 1.753
C 3.617 -3.800 1.652
O 3.166 -3.781 0.304
C 1.818 -3.425 0.113
C 1.588 -1.916 0.195
C 0.130 -1.487 0.248
C -0.686 -2.066 -0.942
C -0.808 -1.153 -2.158
C 0.481 -0.873 -2.896
I -2.118 -2.206 -3.540
N -0.524 -1.950 1.485
C -0.006 -2.192 2.541
S 0.656 -2.484 3.919
O 0.149 -0.059 0.148
C -0.724 0.839 0.830
C -0.376 0.991 2.309
P -2.562 0.523 0.460
P -3.734 1.200 2.159
O -3.188 1.093 3.513
O -5.066 0.349 1.973
O -4.205 2.689 1.809
C -0.454 2.207 0.085
N -1.443 3.215 0.298
O -0.434 2.003 -1.296
O 0.787 2.635 0.574
C 1.349 3.763 -0.102
C 2.581 3.383 -0.900
C 3.602 2.708 0.022
C 3.137 4.628 -1.626
C 4.077 5.461 -0.763
C 3.900 4.168 -2.883
H 4.861 -2.136 1.173
H 5.733 -3.647 1.312
H 5.186 -2.823 2.785
H 3.744 -4.840 1.965
H 2.879 -3.349 2.318
H 1.170 -3.968 0.808
H 1.602 -3.759 -0.898
H 2.149 -1.451 1.007
H 1.984 -1.475 -0.718
H -1.687 -2.302 -0.595
H -0.262 -3.006 -1.281
H -1.358 -0.246 -1.944
H 1.149 -0.271 -2.279
H 0.987 -1.798 -3.167
H 0.296 -0.312 -3.809
H -0.623 1.983 2.673
H 0.690 0.810 2.421
H -0.911 0.283 2.928
H -2.751 -0.839 0.718
H -5.377 0.374 1.054
H -3.943 3.231 2.570
H -1.674 3.363 1.268
H -2.257 3.111 -0.290
H 0.382 1.531 -1.503
H 1.667 4.461 0.677
H 0.598 4.273 -0.700
H 2.341 2.641 -1.668
H 3.274 1.690 0.231
H 3.692 3.231 0.971
H 4.578 2.637 -0.453
H 2.292 5.235 -1.956
H 4.993 4.911 -0.564
H 4.359 6.367 -1.298
H 3.639 5.731 0.197
H 4.384 3.212 -2.681
H 4.683 4.868 -3.165
H 3.225 3.994 -3.719
Cl 7.328 -0.359 0.702
C 8.886 0.286 1.226
Cl 9.058 1.977 0.754
Cl 9.107 0.091 2.962
H 9.664 -0.276 0.725
Cl 5.080 -0.781 -4.203
C 5.275 -1.433 -2.573
Cl 4.783 -0.254 -1.356
Cl 4.433 -2.957 -2.380
H 6.329 -1.623 -2.411
Cl -7.389 3.560 -2.591
C -6.531 3.046 -1.136
Cl -6.378 1.280 -1.133
Cl -4.964 3.825 -1.013
H -7.125 3.336 -0.279
Cl -11.802 2.202 -2.094
C -10.430 2.289 -0.994
Cl -10.492 3.766 -0.024
Cl -10.355 0.864 0.043
H -9.523 2.322 -1.581
Cl -2.731 -4.973 6.005
C -1.211 -4.403 6.698
Cl -1.495 -3.507 8.187
Cl -0.103 -5.747 6.971
H -0.756 -3.733 5.982
Cl 6.383 -5.101 -4.315
C 5.340 -6.511 -4.143
Cl 4.890 -6.749 -2.453
Cl 3.905 -6.356 -5.156
H 5.891 -7.381 -4.471
Cl 10.448 -0.536 5.981
C 12.047 -1.216 5.676
Cl 12.515 -0.930 3.999
Cl 13.241 -0.551 6.786
H 11.994 -2.284 5.839
Cl -14.393 2.121 -3.918
C -15.783 1.485 -3.031
Cl -15.422 1.327 -1.314
Cl -17.200 2.495 -3.290
H -15.998 0.499 -3.418
Cl -19.485 1.759 -7.171
C -17.784 1.422 -7.487
Cl -16.876 2.914 -7.716
Cl -17.084 0.460 -6.184
H -17.719 0.844 -8.398
Cl -6.393 -2.993 3.047
C -6.496 -4.028 4.468
Cl -7.312 -3.201 5.793
Cl -7.298 -5.553 4.086
H -5.488 -4.254 4.787
Cl 12.457 0.709 0.782
C 14.011 -0.030 0.381
Cl 14.431 0.268 -1.303
Cl 15.271 0.548 1.465
H 13.916 -1.099 0.518
```


3.
Entry from OMol25: 6 unconnected molecules or ions with the total composition C29H48F3N2O16 (ωB97M-V with the def2-TZVPD basis set).

Summary:
Maximum force (Eh/bohr): 0.016
Total charge: +1
Orbital gap (eV): 9.18
HOMO energy (eV): -12.07
LUMO level (eV): -2.89
Calculated total energy (eV): -74739.755

Geometry as XYZ:
```
98
C29H48F3N2O16, DFT ωB97M-V with the def2-TZVPD basis set
C -0.388 1.622 0.568
C -0.130 0.297 1.260
O -1.331 -0.509 1.343
C -1.592 -1.289 0.191
C -3.093 -1.335 -0.073
C -3.744 0.024 0.261
C -4.320 0.090 1.672
N -5.699 -0.413 1.764
C -6.669 0.169 0.820
C -6.062 0.969 -0.329
C -5.889 2.474 -0.079
F -7.052 3.077 -0.294
F -5.497 2.771 1.161
F -4.977 2.984 -0.932
N -4.791 0.345 -0.799
H 0.548 2.147 0.409
H -1.065 2.236 1.171
H -0.833 1.464 -0.424
H 0.184 0.483 2.293
H 0.664 -0.274 0.775
H -1.259 -2.318 0.383
H -1.034 -0.949 -0.688
H -3.298 -1.608 -1.115
H -3.564 -2.090 0.565
H -2.970 0.793 0.196
H -4.187 1.091 2.099
H -3.683 -0.573 2.264
H -6.020 -0.151 2.690
H -7.407 0.809 1.315
H -7.241 -0.648 0.362
H -6.760 0.916 -1.172
H -4.364 0.914 -1.533
H -5.053 -0.539 -1.242
C 2.308 4.718 -4.719
C 1.547 4.147 -3.559
C 1.684 4.903 -2.256
O 1.463 3.864 -1.282
C 1.831 2.691 -1.845
O 1.949 1.667 -1.245
O 2.044 2.843 -3.163
H 2.143 4.132 -5.622
H 1.953 5.736 -4.883
H 3.380 4.718 -4.515
H 0.490 4.023 -3.813
H 0.958 5.700 -2.130
H 2.694 5.295 -2.116
C 3.977 -3.007 4.695
C 3.748 -2.569 3.276
C 3.057 -1.243 3.069
O 2.405 -1.422 1.798
C 2.163 -2.747 1.653
O 1.449 -3.206 0.813
O 2.802 -3.457 2.609
H 4.468 -3.973 4.696
H 4.609 -2.293 5.223
H 3.029 -3.105 5.229
H 4.682 -2.606 2.711
H 3.737 -0.397 3.022
H 2.286 -1.062 3.822
C 3.693 -8.411 1.245
C 4.332 -7.778 2.453
C 3.407 -6.980 3.350
O 4.306 -6.020 3.929
C 5.316 -5.833 3.044
O 6.118 -4.954 3.126
O 5.275 -6.753 2.069
H 4.431 -8.967 0.667
H 2.907 -9.097 1.558
H 3.262 -7.648 0.598
H 4.880 -8.522 3.037
H 2.935 -7.568 4.131
H 2.652 -6.440 2.787
C -2.692 -3.989 2.836
C -1.976 -5.154 3.440
C -0.648 -4.834 4.090
O 0.056 -6.067 3.934
C -0.444 -6.694 2.839
O 0.038 -7.643 2.320
O -1.567 -6.078 2.424
H -3.635 -4.315 2.395
H -2.905 -3.227 3.587
H -2.095 -3.550 2.035
H -2.622 -5.693 4.138
H -0.719 -4.569 5.141
H -0.106 -4.056 3.545
C 2.157 9.796 -8.481
C 1.090 9.541 -7.452
C 1.110 10.444 -6.236
O 0.523 9.602 -5.229
C 0.767 8.324 -5.573
O 0.578 7.383 -4.863
O 1.260 8.249 -6.823
H 2.059 9.108 -9.319
H 2.071 10.815 -8.860
H 3.148 9.659 -8.048
H 0.097 9.546 -7.911
H 0.528 11.354 -6.347
H 2.128 10.690 -5.927
```


4.
Entry from OMol25: 3 unconnected molecules or ions with the total composition C29H48F4N3O10P3 (ωB97M-V with the def2-TZVPD basis set).

Summary:
SMILES: C#CCCCc1cc(C(F)(F)F)c(C[C@H](C)F)c2ncc(P(=N)(O)O)nc12.CCOP(=O)(OCC)OCC.CCOP(=O)(OCC)OCC
Maximum force (Eh/bohr): 0.186
Orbital gap (eV): 7.68
HOMO energy (eV): -9.12
LUMO level (eV): -1.45
Calculated total energy (eV): -94531.923

Geometry as XYZ:
```
97
C29H48F4N3O10P3, DFT ωB97M-V with the def2-TZVPD basis set
C 0.968 0.092 -7.882
C 1.019 -1.116 -7.916
C 1.170 -2.588 -7.545
C 0.548 -2.911 -6.122
C 0.755 -1.672 -5.200
C 0.628 -2.002 -3.693
C 1.783 -2.253 -2.987
C 1.762 -2.534 -1.545
C 3.126 -2.774 -0.903
F 3.126 -3.544 0.196
F 3.889 -3.448 -1.827
F 3.798 -1.610 -0.696
C 0.543 -2.542 -0.890
C 0.447 -2.779 0.623
C 1.151 -1.587 1.382
C 0.455 -1.224 2.711
F 1.194 -0.415 0.588
C -0.693 -2.319 -1.639
N -1.858 -2.352 -0.934
C -2.940 -2.155 -1.670
C -2.866 -1.905 -3.091
P -4.472 -1.658 -4.019
N -4.528 -0.207 -4.596
O -5.725 -1.997 -3.025
O -4.485 -2.785 -5.200
N -1.770 -1.819 -3.827
C -0.681 -2.048 -3.039
H 0.848 1.153 -7.690
H 0.674 -3.174 -8.340
H 2.261 -2.790 -7.508
H -0.543 -3.078 -6.250
H 1.025 -3.833 -5.741
H 1.762 -1.221 -5.322
H -0.046 -0.940 -5.420
H 2.742 -2.208 -3.524
H -0.581 -2.819 1.014
H 0.984 -3.694 0.941
H 2.210 -1.822 1.624
H 0.683 -1.959 3.511
H -0.631 -1.123 2.519
H 0.792 -0.241 3.105
H -3.912 -2.176 -1.155
H -4.587 -0.275 -5.613
H -5.592 -1.413 -2.257
H -4.100 -2.401 -6.001
C -6.979 -2.504 5.703
C -6.095 -1.611 4.853
O -5.678 -0.461 5.581
P -4.183 -0.392 6.305
O -3.379 -0.831 5.099
O -3.902 1.217 6.104
C -2.686 1.674 5.516
C -2.909 1.997 4.055
O -4.967 0.119 7.697
C -5.536 -0.844 8.580
C -4.593 -1.985 8.899
H -6.403 -2.966 6.509
H -7.413 -3.304 5.101
H -7.787 -1.930 6.159
H -5.246 -2.180 4.469
H -6.663 -1.252 3.991
H -1.886 0.945 5.644
H -2.384 2.577 6.051
H -3.341 1.151 3.520
H -1.970 2.274 3.570
H -3.613 2.824 3.948
H -6.478 -1.209 8.164
H -5.785 -0.317 9.503
H -4.347 -2.562 7.999
H -5.044 -2.665 9.623
H -3.655 -1.606 9.309
C 3.895 4.194 1.362
C 4.387 5.156 0.296
O 5.443 4.578 -0.465
P 5.154 3.885 -1.937
O 4.268 4.918 -2.568
O 6.560 4.252 -2.698
C 6.554 4.887 -3.975
C 6.796 6.375 -3.822
O 5.917 2.485 -1.456
C 5.189 1.512 -0.708
C 3.835 1.196 -1.305
H 3.382 3.341 0.909
H 3.191 4.690 2.033
H 4.728 3.806 1.950
H 3.555 5.472 -0.336
H 4.793 6.050 0.774
H 5.626 4.686 -4.511
H 7.364 4.444 -4.561
H 6.083 6.826 -3.131
H 6.719 6.884 -4.784
H 7.790 6.557 -3.409
H 5.100 1.841 0.330
H 5.796 0.605 -0.697
H 3.182 2.078 -1.301
H 3.343 0.412 -0.741
H 3.939 0.873 -2.343
```


5.
Entry from OMol25: a molecular structure, C29H48GaN4O7P2S (ωB97M-V with the def2-TZVPD basis set).

Summary:
Maximum force (Eh/bohr): 0.003
Total charge: +3
Orbital gap (eV): 9.39
HOMO energy (eV): -16.38
LUMO level (eV): -6.98
Calculated total energy (eV): -132919.835

Geometry as XYZ:
```
92
C29H48GaN4O7P2S, DFT ωB97M-V with the def2-TZVPD basis set
Ga -0.569 -0.102 1.338
C 4.372 2.015 -1.467
C 3.302 1.594 -0.491
C 3.664 1.811 0.957
O 2.101 2.428 -0.802
P 0.628 1.993 -0.699
O 0.258 1.458 0.681
C 0.348 0.699 -1.932
P -1.146 -0.275 -1.714
O -1.230 -0.767 -0.270
O -2.274 0.706 -2.109
C -3.734 0.363 -2.004
C -4.261 1.054 -0.771
C -4.377 0.817 -3.288
O -1.110 -1.535 -2.594
C -1.307 -1.551 -4.090
C -2.439 -2.507 -4.361
C 0.009 -1.957 -4.703
O -0.253 3.216 -0.993
C -0.020 4.171 -2.143
C -1.316 4.235 -2.910
C 0.425 5.480 -1.546
H 5.276 1.436 -1.281
H 4.610 3.071 -1.333
H 4.063 1.850 -2.498
H 3.012 0.553 -0.665
H 3.921 2.856 1.130
H 4.536 1.199 1.193
H 2.855 1.526 1.630
H 1.196 0.008 -1.908
H 0.327 1.173 -2.919
H -3.792 -0.723 -1.898
H -4.142 2.135 -0.861
H -3.742 0.710 0.125
H -5.322 0.831 -0.660
H -4.264 1.894 -3.414
H -5.442 0.586 -3.258
H -3.948 0.312 -4.153
H -1.579 -0.532 -4.376
H -2.186 -3.508 -4.013
H -2.618 -2.553 -5.436
H -3.361 -2.187 -3.877
H 0.299 -2.951 -4.363
H 0.805 -1.251 -4.462
H -0.096 -1.983 -5.787
H 0.779 3.735 -2.746
H -2.111 4.637 -2.282
H -1.615 3.253 -3.277
H -1.189 4.899 -3.766
H -0.355 5.896 -0.909
H 0.624 6.188 -2.350
H 1.340 5.359 -0.966
N 0.726 -1.241 2.059
S 1.638 -2.200 1.088
C 1.320 -3.850 1.659
C 2.335 -4.664 2.140
C 2.009 -5.955 2.534
C 0.700 -6.403 2.443
C -0.302 -5.572 1.954
C 0.002 -4.286 1.547
C 3.336 -1.893 1.476
C 4.238 -2.025 0.428
C 5.590 -1.835 0.685
C 6.012 -1.511 1.966
C 5.094 -1.375 3.003
C 3.743 -1.573 2.766
H 0.671 -1.571 3.016
H 3.356 -4.315 2.207
H 2.784 -6.607 2.912
H 0.456 -7.411 2.752
H -1.320 -5.932 1.884
H -0.773 -3.631 1.164
H 3.900 -2.289 -0.567
H 6.310 -1.949 -0.114
H 7.066 -1.368 2.164
H 5.432 -1.126 3.999
H 3.032 -1.476 3.576
C -4.029 2.385 4.825
N -3.361 1.399 3.979
C -3.699 -0.023 3.951
C -2.693 -0.556 2.959
O -2.513 -1.663 2.523
N -1.893 0.518 2.557
C -2.327 1.642 3.190
N -1.762 2.825 3.023
H -4.945 1.943 5.207
H -4.301 3.264 4.239
H -3.399 2.669 5.667
H -4.722 -0.194 3.613
H -3.568 -0.492 4.929
H -1.002 2.936 2.371
H -2.092 3.638 3.518
```